1.
Formula: C14H29ClCoI2P3
Source: OMol25
Level of theory: ωB97M-V/def2-TZVPD

Element x y z (Å)
I (-0.26116, 2.63395, -1.54502)
I (-0.33356, -2.35358, -0.97536)
Co (-0.33397, 0.13904, -1.37138)
P (-2.63158, 0.17749, -1.77033)
C (-3.67237, 0.22213, -0.25716)
C (-3.35498, 1.55175, -2.74483)
H (-4.41044, 1.31701, -2.93271)
H (-4.41320, -1.05203, -2.82811)
H (-2.82324, 1.64828, -3.69490)
H (-2.82573, -1.44259, -3.56423)
H (-3.48866, 1.12308, 0.33309)
H (-3.27687, 2.49204, -2.19123)
C (-3.35750, -1.27198, -2.62468)
H (-4.72325, 0.20975, -0.57013)
H (-3.27585, -2.16356, -1.99588)
H (-3.48434, -0.65334, 0.36596)
P (1.92112, 0.19903, -1.79317)
C (2.91992, 0.29006, -0.26438)
C (2.63935, -1.26043, -2.62736)
H (2.09850, 1.67988, -3.71443)
H (3.69279, 1.34421, -2.96507)
H (2.56182, 2.51275, -2.20774)
C (2.63916, 1.57702, -2.77038)
H (2.10992, -1.43599, -3.56801)
H (3.69649, -1.04524, -2.82632)
H (3.98045, 0.32906, -0.53663)
H (2.74427, -0.58394, 0.36923)
H (2.54903, -2.14542, -1.99034)
H (2.65858, 1.18589, 0.30671)
Cl (-0.37661, -0.04360, -3.73895)
C (-1.41567, -1.25613, 1.99267)
P (-0.32660, -0.07033, 1.10611)
C (-0.99139, 1.54913, 1.58683)
C (1.04435, -0.26868, 2.38038)
C (1.72486, -1.49811, 2.45678)
C (2.54158, -1.76613, 3.56055)
C (2.66608, -0.82648, 4.59665)
C (1.97374, 0.38224, 4.52447)
C (1.17595, 0.67675, 3.41606)
H (-2.42844, -1.27040, 1.58057)
H (-1.44894, -0.90976, 3.03953)
H (-0.98618, -2.27121, 1.94905)
H (-1.48058, 1.47678, 2.55850)
H (-0.17179, 2.27147, 1.62211)
H (-1.69352, 1.90629, 0.81950)
H (1.62776, -2.25278, 1.65747)
H (3.07171, -2.72386, 3.62346)
H (3.26388, -1.06193, 5.48104)
H (2.02152, 1.09905, 5.34426)
H (0.66361, 1.63334, 3.39776)

multiplicity: 5
total charge: +2
LUMO energy (spin up / spin down): -0.322 / -0.375 Eh

=====

2.
Formula: C14H29CuO13V
Source: OMol25
Level of theory: ωB97M-V/def2-TZVPD

Element x y z (Å)
V (-2.07926, 2.67199, -0.96598)
Cu (0.31785, 4.15753, 1.11343)
C (0.22442, -0.33035, 1.28095)
C (-0.36410, 1.01761, 1.69839)
O (-0.78970, 1.93717, 0.73401)
H (0.25299, -0.96677, 2.16540)
H (1.21494, -0.26393, 0.83088)
H (-0.33405, -0.94173, 0.57212)
H (0.30029, 1.55611, 2.37420)
H (-1.22053, 0.75282, 2.31849)
C (3.98582, 0.50861, -6.15477)
O (3.93312, 1.10253, -4.84182)
C (3.08645, 0.58807, -3.97130)
O (2.33693, -0.35706, -4.19044)
O (3.42219, 1.13740, -2.83665)
C (2.95255, 0.58353, -1.62836)
H (4.60861, 1.07812, -6.84463)
H (3.02306, 0.45682, -6.66321)
H (4.46402, -0.46099, -6.01582)
H (1.94381, 0.94147, -1.42238)
H (3.50136, 1.01153, -0.78947)
H (3.00653, -0.50053, -1.52844)
C (-3.55319, -2.64957, -1.03909)
O (-3.43945, -1.26734, -1.12731)
C (-2.33177, -0.67078, -1.57737)
O (-2.29053, 0.58455, -1.61638)
O (-1.38307, -1.54068, -1.88599)
C (-0.14532, -1.08778, -2.48580)
H (-4.41736, -2.93285, -0.43820)
H (-2.68942, -3.07344, -0.52690)
H (-3.65583, -2.98820, -2.07005)
H (0.12424, -0.05847, -2.24923)
H (-0.28459, -1.16611, -3.56402)
H (0.68693, -1.74205, -2.22619)
C (-1.50394, 7.29735, 4.76395)
O (-0.43401, 6.46580, 5.20077)
C (0.14981, 5.61688, 4.31068)
O (-0.09997, 5.48331, 3.14507)
O (1.21168, 5.12188, 4.91351)
C (1.97930, 4.12783, 4.26714)
H (-1.32281, 8.36715, 4.65983)
H (-2.29493, 7.19775, 5.50726)
H (-2.10601, 6.91944, 3.93764)
H (2.88936, 3.94898, 4.83977)
H (2.28039, 4.37182, 3.24836)
H (1.44239, 3.17930, 4.27757)
C (-0.92318, -3.76215, 1.82904)
O (-1.30136, -5.00007, 1.40350)
C (-1.20511, -5.40859, 0.10943)
O (-0.67071, -4.83025, -0.83978)
O (-1.78246, -6.65994, 0.02757)
C (-2.03616, -7.27772, -1.23601)
H (0.14476, -3.55632, 1.90136)
H (-1.31840, -3.41081, 2.78217)
H (-1.23484, -3.01572, 1.09841)
H (-2.84094, -6.71501, -1.70905)
H (-2.31138, -8.31448, -1.04240)
H (-1.11943, -7.23366, -1.82403)

multiplicity: 5
total charge: +1
LUMO energy (spin up / spin down): -0.148 / -0.154 Eh

=====

3.
Formula: C14H29N2O7
Source: OMol25
Level of theory: ωB97M-V/def2-TZVPD

Element x y z (Å)
C (6.99661, 0.67677, -0.23336)
C (6.16264, -0.42033, -0.97515)
O (5.04566, -0.84387, -0.22302)
C (3.84935, -0.91391, -1.00163)
C (2.60950, -0.80043, -0.06326)
O (2.03468, -2.05190, 0.29240)
C (0.71519, -2.24526, -0.21855)
C (-0.39125, -2.35903, 0.89321)
O (-1.34751, -1.30998, 0.88338)
C (-2.22667, -1.39230, -0.25178)
C (-3.16015, -0.12607, -0.41169)
C (-3.80129, 0.28635, 0.95340)
C (-4.23983, 1.77621, 1.08248)
O (-4.92161, 2.31922, -0.05811)
C (-4.36775, -0.68364, -1.30760)
O (-5.52350, -0.29069, -1.18813)
O (-4.05506, -1.61116, -2.14040)
N (-2.54168, 0.98794, -1.17058)
N (-2.39829, 0.73243, -2.53471)
C (-1.21313, 1.34653, -0.69318)
O (-1.19750, 1.82477, 0.64662)
C (-0.02980, 1.46159, 1.36617)
C (-0.47936, 1.28708, 2.87600)
H (7.86065, 1.01299, -0.84991)
H (7.42646, 0.29369, 0.71822)
H (6.37545, 1.56637, 0.01562)
H (6.87255, -1.26553, -1.15691)
H (5.91864, -0.00056, -1.97508)
H (3.80024, -1.79623, -1.67678)
H (3.82224, -0.00529, -1.65895)
H (1.90146, -0.06620, -0.49700)
H (2.98692, -0.34201, 0.88486)
H (0.39146, -1.50086, -0.97364)
H (0.72149, -3.23193, -0.74765)
H (0.10655, -2.31324, 1.89035)
H (-0.92584, -3.33227, 0.79953)
H (-1.71958, -1.66328, -1.20279)
H (-2.93510, -2.23448, -0.04770)
H (-4.70982, -0.32680, 1.14630)
H (-3.13558, 0.08561, 1.82907)
H (-4.97328, 1.81519, 1.93312)
H (-3.42225, 2.47356, 1.35717)
H (-4.50850, 3.17649, -0.22586)
H (-2.10593, -0.21892, -2.74486)
H (-3.19481, 1.03546, -3.07893)
H (-0.44475, 0.54112, -0.87015)
H (-0.87354, 2.19567, -1.34148)
H (0.41098, 0.49319, 1.06866)
H (0.69082, 2.31564, 1.31580)
H (0.28322, 1.64310, 3.59361)
H (-1.45841, 1.79943, 2.97350)
H (-0.68099, 0.19983, 2.99939)

SMILES: CCOCCOCCOC[C@](CCO)(C(=O)[O-])N(N)COCC
total charge: -1
LUMO energy: 0.091 Eh